[1]
Here is a cluster of 2 separate species, ClF2HSi in total from OMol25. Energies are from ωB97M-V with the def2-TZVPD basis set.

Properties
**Kohn-Sham gap**: 9.375 eV
**LUMO energy**: -0.03067 Eh

Positions of all 5 atoms, in Å:
Cl1 0.9992 -1.8259 0.0848
Si1 0.1646 0.0009 0.1429
F1 0.5231 1.0834 1.2296
F2 0.4410 0.9558 -1.1596
H1 -2.1280 -0.2142 -0.2978

Atomic forces in eV per Å
Cl 0.20 0.42 0.25
Si -3.65 1.73 -2.85
F 0.14 -0.80 0.81
F 0.12 -1.53 0.84
H 3.19 0.18 0.94

[2]
Here is a cluster of 7 separate species, ClH12O6 in total from OMol25. Energies are from ωB97M-V with the def2-TZVPD basis set.

Properties
**Charge**: -1
**Kohn-Sham gap**: 8.157 eV
**LUMO energy**: 0.12025 Eh

Positions of all 19 atoms, in Å:
Cl1 -18.9229 20.5665 -18.7035
O1 -15.6647 23.7119 -19.7600
O2 -22.3913 21.8604 -21.1404
O3 -14.7225 20.6893 -16.8396
O4 -19.1322 25.1614 -17.8374
O5 -19.7090 17.9955 -15.2116
O6 -17.6842 16.4311 -17.9436
H1 -15.6495 20.7428 -17.0718
H2 -17.6617 17.2588 -18.4238
H3 -16.0246 22.8278 -19.6896
H4 -15.1694 23.8346 -18.9502
H5 -22.3641 21.7141 -22.0859
H6 -19.5739 18.8064 -15.7019
H7 -18.9693 25.3213 -16.9078
H8 -17.9107 16.6796 -17.0474
H9 -20.2715 17.4648 -15.7756
H10 -14.3842 19.9662 -17.3677
H11 -21.5557 21.5201 -20.8207
H12 -18.6421 24.3628 -18.0331

Atomic forces in eV per Å
Cl 0.22 -0.08 0.13
O 0.12 0.28 -0.20
O -0.38 0.13 -0.08
O 0.33 0.20 0.19
O -0.10 0.38 -0.03
O 0.14 -0.30 0.36
O 0.15 -0.47 -0.06
H -0.50 -0.01 -0.13
H -0.15 0.44 -0.16
H -0.30 -0.35 0.03
H 0.10 -0.01 0.20
H 0.02 -0.03 -0.18
H 0.09 0.40 -0.37
H 0.01 -0.01 0.19
H -0.11 0.19 0.26
H -0.15 -0.05 -0.20
H 0.02 -0.17 -0.13
H 0.44 -0.13 0.37
H 0.07 -0.43 -0.20

[3]
Here is a cluster of 7 separate species, ClH12O6 in total from OMol25. Energies are from ωB97M-V with the def2-TZVPD basis set.

Properties
**Charge**: -1
**Kohn-Sham gap**: 10.119 eV
**LUMO energy**: 0.13247 Eh

Positions of all 19 atoms, in Å:
Cl1 0.3904 -0.0048 -0.3409
O1 0.4421 3.2858 -0.2336
O2 2.3871 -2.2313 -1.6902
O3 -2.1025 0.8500 -2.5156
O4 -1.2779 -2.7451 -0.1975
O5 1.6747 0.7821 2.6291
O6 -1.6472 0.2111 2.1860
H1 -1.7775 0.7745 -1.6055
H2 1.7744 -1.5659 -1.3157
H3 -1.6977 0.0982 -2.9595
H4 -1.1053 0.1659 1.3692
H5 2.3245 -2.9745 -1.0828
H6 1.6666 0.8559 1.6585
H7 1.6186 -0.1654 2.7835
H8 -2.0356 -2.4601 0.3237
H9 0.9651 3.6209 -0.9679
H10 -0.7781 -1.9135 -0.3667
H11 -1.4613 1.0867 2.5383
H12 0.6393 2.3294 -0.2125

Atomic forces in eV per Å
Cl 0.05 0.09 -0.05
O 0.23 -0.11 0.07
O -0.11 0.10 0.11
O -0.18 -0.05 0.05
O 0.13 0.32 -0.16
O 0.29 0.16 -0.15
O -0.02 -0.03 -0.34
H 0.19 0.04 -0.18
H 0.19 -0.12 -0.10
H 0.07 0.03 0.11
H -0.07 0.00 0.39
H -0.07 0.06 -0.02
H -0.21 -0.17 0.29
H -0.15 0.01 -0.10
H 0.11 0.06 0.01
H -0.06 -0.07 0.01
H -0.23 -0.44 0.20
H 0.12 -0.05 -0.04
H -0.27 0.15 -0.11

[4]
Here is a cluster of 9 separate species, ClH16O12 in total from OMol25. Energies are from ωB97M-V with the def2-TZVPD basis set.

Properties
**Charge**: -1
**Kohn-Sham gap**: 10.340 eV
**LUMO energy**: 0.11007 Eh

Positions of all 29 atoms, in Å:
Cl1 0.2178 -0.3584 0.5726
O1 1.8331 3.1954 2.9642
O2 0.3522 -1.6230 1.1671
O3 -2.1923 -2.1496 2.9770
O4 0.4721 -0.4343 -0.8223
O5 3.9261 -0.4437 -0.3306
O6 2.2653 -1.3021 -3.6172
O7 -2.1284 1.7486 -2.1586
O8 1.1142 0.5372 1.2659
O9 -1.3820 -3.1300 -0.6211
O10 -2.5773 1.7187 2.9276
O11 0.2480 1.9607 -3.1203
O12 -1.1871 -0.0626 0.6956
H1 -0.3396 1.3954 -2.6189
H2 -1.3411 -2.1559 3.4146
H3 3.1147 -0.2166 0.1236
H4 -3.3962 1.6345 2.4392
H5 -1.0573 -2.4535 -0.0268
H6 -2.1846 0.8466 2.8899
H7 2.8677 -2.0431 -3.5518
H8 3.6472 -0.6854 -1.2138
H9 2.7249 3.5197 2.8390
H10 -2.0830 1.0095 -1.5522
H11 -0.2345 2.1562 -3.9235
H12 1.4730 -1.5965 -3.1678
H13 -2.8016 2.3206 -1.7899
H14 1.7651 2.4457 2.3730
H15 -1.1174 -3.9547 -0.2136
H16 -1.9987 -1.8793 2.0794

Atomic forces in eV per Å
Cl -0.81 0.66 -0.09
O 0.00 0.28 0.30
O 0.95 -2.91 1.19
O -0.45 -0.14 0.36
O 1.11 0.39 -1.08
O 0.53 -0.12 0.10
O 0.28 0.12 -0.20
O -0.71 -0.07 -0.14
O -0.45 0.48 -0.56
O -0.49 -0.32 -0.49
O -0.14 0.41 0.32
O 1.05 0.10 -0.42
O -0.80 1.51 0.54
H 0.02 0.14 0.09
H 0.28 0.05 -0.04
H -0.39 0.15 0.16
H -0.10 -0.08 -0.14
H 0.34 0.21 0.21
H 0.23 -0.32 -0.19
H 0.13 -0.21 0.00
H -0.25 0.06 -0.28
H 0.18 0.06 -0.05
H 0.03 -0.39 0.49
H -0.18 0.00 -0.03
H -0.34 0.09 0.32
H -0.06 0.17 0.13
H -0.24 -0.41 -0.29
H 0.09 -0.10 0.14
H 0.20 0.21 -0.36